This record from the Open Molecules 2025 dataset describes Cl2H2NOP in the gas phase in a non-equilibrium geometry. The level of theory is ωB97M-V/def2-TZVPD.

Largest force on an atom: 6.00 eV/Å
Gap between HOMO and LUMO: 8.8 eV
SMILES: N=P(O)(Cl)Cl

Atoms and positions in Å:
N 0.563 0.217 -0.959
O -1.057 0.012 1.544
P -1.208 0.054 -0.019
Cl -2.521 1.524 -0.247
Cl -2.294 -1.590 -0.466
H 0.281 0.186 -1.929
H -0.251 -0.464 1.757

***

This record from the Open Molecules 2025 dataset describes 9 unconnected molecules or ions with the total composition C14H46O16 in a non-equilibrium geometry. The level of theory is ωB97M-V/def2-TZVPD.

Largest force on an atom: 3.04 eV/Å
Gap between HOMO and LUMO: 10.0 eV
SMILES: OCCO.OCCO.OCCO.OCCO.OCCO.OCCO.OCCO.O.O

Atoms and positions in Å:
O -1.136 -1.647 0.558
H -1.690 -1.951 -0.172
H -1.035 -0.719 0.312
O -0.118 0.824 -0.479
H 0.530 0.813 -1.253
H 0.480 0.544 0.219
C 2.581 -0.169 -3.047
C 1.952 1.118 -3.472
O 1.469 1.807 -2.397
O 1.479 -1.023 -2.631
H 3.165 0.032 -2.177
H 3.196 -0.461 -3.878
H 1.172 0.861 -4.158
H 2.693 1.718 -3.958
H 1.284 2.733 -2.552
H 1.779 -1.870 -2.287
C 2.455 1.679 2.331
C 2.431 0.198 2.466
O 1.204 -0.366 1.963
O 2.189 1.930 0.984
H 3.377 2.063 2.671
H 1.693 2.159 2.935
H 2.465 -0.120 3.488
H 3.201 -0.342 1.898
H 0.670 -0.767 2.696
H 2.815 2.522 0.574
C -2.179 -1.086 -3.829
C -2.740 -2.189 -3.025
O -1.846 -2.633 -2.001
O -0.972 -1.457 -4.418
H -2.112 -0.271 -3.164
H -2.870 -0.756 -4.607
H -2.955 -3.017 -3.762
H -3.707 -1.912 -2.614
H -1.009 -2.580 -2.457
H -0.179 -1.125 -3.846
C -2.280 -2.738 3.669
C -0.776 -2.702 3.764
O -0.275 -1.502 4.270
O -2.701 -1.747 2.753
H -2.702 -2.477 4.685
H -2.525 -3.697 3.308
H -0.370 -3.017 2.777
H -0.394 -3.442 4.453
H -0.932 -0.827 4.105
H -2.223 -1.913 1.919
C 1.838 -3.830 0.037
C 2.456 -4.781 -0.895
O 3.533 -4.161 -1.615
O 1.126 -2.832 -0.660
H 2.623 -3.289 0.649
H 1.078 -4.306 0.670
H 1.797 -5.152 -1.609
H 2.827 -5.641 -0.306
H 4.155 -3.662 -1.001
H 0.438 -2.352 -0.128
C -2.886 1.464 2.330
C -3.197 1.488 0.829
O -2.546 2.561 0.218
O -1.503 1.230 2.657
H -3.437 0.672 2.775
H -3.233 2.455 2.807
H -4.294 1.598 0.687
H -2.901 0.481 0.479
H -1.715 2.183 -0.051
H -1.101 2.111 2.447
C -0.388 5.756 0.369
C 0.724 5.301 -0.573
O 0.367 4.624 -1.854
O -0.825 4.756 1.185
H -1.168 6.053 -0.288
H -0.094 6.567 1.035
H 1.410 4.609 -0.125
H 1.231 6.234 -0.770
H 0.508 5.246 -2.599
H -1.378 4.142 0.687

***

This record from the Open Molecules 2025 dataset describes a molecular structure, C29H27ClF3N4O6Sc in a non-equilibrium geometry. The level of theory is ωB97M-V/def2-TZVPD.

Largest force on an atom: 1.72 eV/Å
Gap between HOMO and LUMO: 5.5 eV
Net charge: -2

Atoms and positions in Å:
Sc 0.197 -0.978 -0.920
O 6.352 2.421 1.640
C 5.891 1.390 2.174
O 6.289 0.728 3.155
C 4.611 0.843 1.510
C 3.967 -0.273 2.006
C 2.811 -0.733 1.396
N 2.288 -0.147 0.318
C 2.889 0.949 -0.147
C 4.045 1.467 0.415
C 2.219 1.623 -1.302
C 2.678 2.826 -1.820
C 1.986 3.424 -2.858
C 0.860 2.801 -3.360
C 0.481 1.596 -2.802
N 1.143 1.021 -1.795
C 2.048 -1.887 1.965
C 2.545 -2.642 3.023
C 1.777 -3.673 3.532
C 0.538 -3.928 2.969
C 0.136 -3.143 1.908
N 0.869 -2.145 1.418
H 4.401 -0.737 2.880
H 4.540 2.353 0.045
H 3.560 3.295 -1.411
H 2.322 4.373 -3.258
H 0.275 3.223 -4.166
H -0.390 1.077 -3.174
H 3.518 -2.432 3.442
H 2.145 -4.268 4.358
H -0.101 -4.723 3.328
H -0.808 -3.324 1.410
O 0.099 -2.795 -4.807
Cl 0.112 -1.529 -4.138
O -0.315 -0.482 -5.042
O -0.811 -1.548 -2.965
O 1.421 -1.218 -3.585
C -0.104 1.187 2.479
C -1.568 0.776 2.666
C -1.733 -0.729 2.879
C -2.471 1.252 1.541
C -3.391 2.239 1.881
C -4.362 2.709 1.005
C -4.431 2.084 -0.234
C -3.534 1.101 -0.632
C -3.795 0.445 -1.979
C -3.823 -1.085 -1.898
C -2.849 0.924 -3.106
C -2.414 0.723 0.194
N -1.413 -0.045 -0.305
H 0.522 0.835 3.310
H -0.020 2.276 2.422
H 0.281 0.773 1.554
H -1.925 1.268 3.575
H -1.501 -1.252 1.956
H -2.769 -0.957 3.148
H -1.074 -1.093 3.678
H -3.351 2.639 2.892
H -5.058 3.491 1.288
H -5.226 2.361 -0.926
H -4.805 0.759 -2.253
H -2.845 -1.463 -1.611
H -4.092 -1.520 -2.868
H -4.554 -1.416 -1.153
H -2.091 0.175 -3.327
H -2.347 1.852 -2.821
H -3.404 1.112 -4.032
F -0.357 -3.149 -0.834
C 1.150 -3.162 -1.155
F 1.596 -4.143 -0.317
F 1.172 -3.771 -2.358

***

This record from the Open Molecules 2025 dataset describes a molecular structure, C50H42Cl2FeN8S5 in a non-equilibrium geometry. The level of theory is ωB97M-V/def2-TZVPD.

Spin multiplicity: 6
Largest force on an atom: 2.45 eV/Å
Gap between HOMO and LUMO (spin up / spin down): 5.7 / 7.2 eV
Net charge: +1

Atoms and positions in Å:
Fe 0.087 -0.084 -0.040
C -1.930 -1.667 3.561
C -1.069 -1.341 2.375
N -1.288 -0.227 1.624
N -2.323 0.516 2.080
C -2.898 1.538 1.807
N -3.772 2.389 1.605
S -2.190 0.397 -0.926
C 0.026 -2.161 2.043
C 0.437 -3.240 2.872
C 1.568 -3.944 2.573
C 2.308 -3.603 1.428
C 1.840 -2.575 0.644
N 0.734 -1.872 0.904
H -2.857 -1.104 3.517
H -1.419 -1.404 4.491
H -2.162 -2.732 3.597
H -3.732 3.297 2.049
H -5.089 2.182 -0.663
H -0.133 -3.477 3.758
H 1.901 -4.746 3.219
H 3.213 -4.129 1.162
H 2.370 -2.288 -0.258
Cl 1.853 0.852 1.274
C 3.116 1.325 0.172
C 4.144 2.115 0.652
C 5.161 2.499 -0.204
C 5.134 2.089 -1.527
C 4.099 1.296 -1.991
Cl 4.114 0.807 -3.645
C 3.045 0.881 -1.157
S 1.743 -0.116 -1.749
H 4.143 2.419 1.690
H 5.972 3.109 0.165
H 5.921 2.380 -2.208
N -1.030 1.600 -0.809
S -1.549 3.107 -1.141
N -4.933 2.585 -1.588
S -4.223 1.733 -2.611
N -3.077 0.708 -2.299
S -2.050 -1.692 -2.680
N -1.275 -0.825 -1.530
C -3.354 -2.563 -1.777
C -4.490 -2.961 -2.464
C -5.462 -3.686 -1.791
C -5.299 -3.985 -0.446
C -4.167 -3.555 0.235
C -3.185 -2.841 -0.431
C -0.973 -3.110 -2.897
C 0.029 -3.415 -1.998
C 0.788 -4.556 -2.204
C 0.538 -5.371 -3.299
C -0.475 -5.051 -4.194
C -1.239 -3.914 -3.996
C -3.599 2.910 -3.800
C -2.428 2.639 -4.490
C -1.974 3.553 -5.428
C -2.691 4.716 -5.664
C -3.854 4.984 -4.951
C -4.317 4.079 -4.011
C -5.304 0.682 -3.588
C -4.914 0.260 -4.850
C -5.721 -0.631 -5.539
C -6.893 -1.101 -4.958
C -7.266 -0.674 -3.691
C -6.469 0.225 -2.999
C -0.252 3.801 -2.183
C 0.710 2.992 -2.753
C 1.651 3.563 -3.599
C 1.602 4.919 -3.884
C 0.610 5.716 -3.325
C -0.327 5.157 -2.473
C -1.236 4.093 0.329
C -0.258 3.713 1.227
C -0.008 4.505 2.335
C -0.731 5.675 2.526
C -1.713 6.046 1.618
C -1.979 5.249 0.515
H -4.605 -2.720 -3.515
H -6.345 -4.020 -2.319
H -6.054 -4.561 0.071
H -4.040 -3.781 1.286
H -2.293 -2.511 0.086
H 0.206 -2.758 -1.164
H 1.574 -4.807 -1.505
H 1.131 -6.262 -3.456
H -0.673 -5.684 -5.048
H -2.034 -3.650 -4.684
H -1.889 1.724 -4.275
H -1.066 3.351 -5.980
H -2.341 5.423 -6.404
H -4.406 5.896 -5.136
H -5.216 4.259 -3.437
H -3.997 0.629 -5.289
H -5.437 -0.962 -6.529
H -7.511 -1.805 -5.498
H -8.179 -1.041 -3.241
H -6.746 0.584 -2.016
H 0.732 1.932 -2.533
H 2.419 2.939 -4.035
H 2.334 5.360 -4.548
H 0.563 6.772 -3.555
H -1.103 5.770 -2.031
H 0.292 2.805 1.053
H 0.754 4.203 3.041
H -0.530 6.301 3.385
H -2.274 6.959 1.769
H -2.760 5.518 -0.188

***

This record from the Open Molecules 2025 dataset describes a molecular structure, C4H5CsMgO2 in a non-equilibrium geometry. The level of theory is ωB97M-V/def2-TZVPD.

Spin multiplicity: 2
Largest force on an atom: 4.40 eV/Å
Gap between HOMO and LUMO (spin up / spin down): 3.0 / 3.6 eV
Net charge: +1

Atoms and positions in Å:
H 0.355 -0.722 -2.431
C -0.415 0.357 -3.192
C -0.628 0.346 -4.698
C 0.672 0.902 -5.283
C 1.431 1.460 -4.102
O 0.519 1.435 -3.036
O -1.396 0.495 -2.395
Cs 0.372 0.287 1.694
Mg 3.274 2.164 -3.518
H -1.508 0.975 -4.898
H -0.875 -0.682 -5.000
H 0.513 1.715 -6.010
H 1.235 0.113 -5.810

***

This record from the Open Molecules 2025 dataset describes 2 unconnected molecules or ions with the total composition C8H8 in a non-equilibrium geometry. The level of theory is ωB97M-V/def2-TZVPD.

Largest force on an atom: 8.52 eV/Å
Gap between HOMO and LUMO: 10.5 eV
SMILES: c1ccccc1.C#C

Atoms and positions in Å:
C 1.133 0.264 -1.350
C 0.782 1.346 -0.541
C 0.864 1.178 0.843
C 1.029 -0.183 1.374
C 1.184 -1.300 0.528
C 1.193 -1.033 -0.864
C -2.428 -0.050 0.120
C -3.700 -0.226 -0.133
H 0.958 0.176 -2.430
H 0.818 2.289 -1.061
H 0.763 1.868 1.633
H 1.101 -0.125 2.508
H 1.204 -2.417 0.787
H 1.197 -1.847 -1.467
H -1.365 -0.035 0.103
H -4.734 0.095 -0.049

***

This record from the Open Molecules 2025 dataset describes 2 unconnected molecules or ions with the total composition C2H7O2PS in a non-equilibrium geometry. The level of theory is ωB97M-V/def2-TZVPD.

Largest force on an atom: 2.10 eV/Å
Gap between HOMO and LUMO: 9.5 eV

Atoms and positions in Å:
C 3.147 0.175 -0.615
C -2.560 0.225 0.931
O -0.380 -0.929 0.516
O -1.282 0.690 -1.207
P 2.133 -0.247 0.667
S -1.532 -0.634 -0.293
H -0.791 0.352 -1.954
H 3.738 -0.455 -1.286
H 3.201 1.172 -1.007
H -2.192 1.287 0.978
H -3.564 0.186 0.579
H -2.428 -0.241 1.881
H 2.511 -1.580 0.809

***

This record from the Open Molecules 2025 dataset describes 2 unconnected molecules or ions with the total composition C3H8O. The level of theory is ωB97M-V/def2-TZVPD.

Largest force on an atom: 0.43 eV/Å
Gap between HOMO and LUMO: 10.7 eV
SMILES: CC(C)=O.[H][H]

Atoms and positions in Å:
C 1.326 0.227 0.174
C 0.088 -0.645 0.103
C -1.157 -0.135 0.804
O 0.100 -1.717 -0.463
H 2.001 -0.027 -0.646
H 1.082 1.294 0.146
H 1.840 0.027 1.121
H -0.656 0.831 -2.098
H -1.246 0.955 0.750
H -2.042 -0.607 0.369
H -1.103 -0.414 1.863
H -0.581 0.096 -2.171

***

This record from the Open Molecules 2025 dataset describes a molecular structure, C3H6ClO2Si in a non-equilibrium geometry. The level of theory is ωB97M-V/def2-TZVPD.

Largest force on an atom: 2.48 eV/Å
Gap between HOMO and LUMO: 6.4 eV
Net charge: -1

Atoms and positions in Å:
C -0.295 1.030 -0.324
C -1.870 -0.769 -0.254
C -0.448 -0.304 -0.471
O 1.072 1.407 -0.358
O -1.146 1.911 -0.049
Si 1.862 0.481 0.664
Cl 3.026 -0.946 -0.487
H -2.376 -0.464 -1.145
H -2.020 -1.804 0.019
H -2.350 -0.234 0.588
H 0.385 -1.007 -0.674
H 1.160 -0.549 1.383
H 3.000 1.248 1.107

***

This record from the Open Molecules 2025 dataset describes C5H11NO in the gas phase. The level of theory is ωB97M-V/def2-TZVPD.

Largest force on an atom: 0.30 eV/Å
Gap between HOMO and LUMO: 10.0 eV
SMILES: CCN(C)C(C)=O

Atoms and positions in Å:
C 1.129 -1.169 -1.570
C 1.370 0.044 -0.678
N 0.257 0.307 0.236
C 0.406 0.082 1.662
C -0.935 0.655 -0.337
O -1.018 0.912 -1.531
C -2.162 0.659 0.554
H 1.975 -1.317 -2.249
H 0.237 -1.004 -2.177
H 0.989 -2.080 -0.977
H 1.528 0.931 -1.301
H 2.270 -0.099 -0.072
H 1.461 0.187 1.931
H -0.147 0.835 2.233
H 0.066 -0.913 1.983
H -3.024 0.836 -0.089
H -2.122 1.439 1.321
H -2.280 -0.306 1.060

***

This record from the Open Molecules 2025 dataset describes 2 unconnected molecules or ions with the total composition C32H32ClN3O3S in a non-equilibrium geometry. The level of theory is ωB97M-V/def2-TZVPD.

Largest force on an atom: 3.36 eV/Å
Gap between HOMO and LUMO: 3.4 eV

Atoms and positions in Å:
N -11.936 0.041 0.768
C -10.769 0.089 0.851
C -9.328 0.131 0.902
C -8.593 -1.051 1.049
C -7.205 -1.042 0.898
C -6.558 0.145 0.540
S -4.911 0.095 -0.241
C -3.577 0.056 0.867
Cl -2.930 -1.393 1.348
O -5.028 -1.079 -1.079
O -4.756 1.418 -0.826
C -7.260 1.353 0.583
C -8.645 1.341 0.755
H -9.119 -1.985 1.248
H -6.636 -1.959 1.026
H -3.180 1.016 1.183
H -6.737 2.294 0.439
H -9.205 2.274 0.740
C 5.024 0.731 -2.928
N 3.624 0.557 -2.669
C 2.807 0.041 -3.635
O 3.116 -0.178 -4.806
C 1.443 -0.166 -3.005
C 1.027 -1.643 -2.996
C 2.026 -2.524 -2.284
C 3.205 -2.894 -2.944
C 4.187 -3.633 -2.282
C 3.943 -4.105 -0.986
C 2.735 -3.800 -0.348
C 1.779 -3.005 -0.990
N 1.612 0.410 -1.675
C 0.586 0.451 -0.806
C 0.714 0.837 0.526
C -0.350 0.942 1.428
C -0.145 1.198 2.833
C -1.224 1.448 3.732
C -0.988 1.855 5.045
C 0.325 2.005 5.520
C 1.399 1.672 4.686
C 1.172 1.235 3.386
C 3.018 0.750 -1.364
C 3.680 -0.179 -0.318
C 4.875 0.607 0.204
C 4.612 2.102 -0.095
C 3.318 2.207 -0.905
H 5.167 0.730 -4.011
H 5.374 1.678 -2.514
H 5.628 -0.076 -2.492
H 0.708 0.427 -3.578
H 0.037 -1.725 -2.532
H 0.961 -1.945 -4.053
H 3.328 -2.621 -3.998
H 5.133 -3.848 -2.786
H 4.691 -4.724 -0.482
H 2.534 -4.182 0.656
H 0.826 -2.773 -0.502
H -0.392 0.169 -1.212
H 1.721 1.091 0.864
H -1.354 0.898 1.025
H -2.245 1.321 3.362
H -1.833 2.062 5.707
H 0.507 2.358 6.536
H 2.420 1.755 5.055
H 2.028 0.924 2.786
H 2.967 -0.401 0.483
H 3.933 -1.138 -0.789
H 5.021 0.444 1.278
H 5.790 0.266 -0.295
H 4.534 2.660 0.846
H 5.457 2.536 -0.643
H 3.422 2.855 -1.785
H 2.491 2.592 -0.301

***

This record from the Open Molecules 2025 dataset describes 2 unconnected molecules or ions with the total composition C6H14N2O2 in a non-equilibrium geometry. The level of theory is ωB97M-V/def2-TZVPD.

Largest force on an atom: 5.61 eV/Å
Gap between HOMO and LUMO: 10.1 eV
SMILES: CNC(C)=O.CNC(C)=O

Atoms and positions in Å:
C -1.805 -1.150 -1.701
C 1.511 0.798 -2.637
C -0.184 -0.946 -1.914
O 0.506 -1.902 -2.145
N 0.217 0.379 -2.032
H -2.097 -0.416 -0.823
H -0.613 0.884 -2.079
H 1.646 0.163 -3.634
H -2.384 -0.984 -2.622
H -1.646 -2.157 -1.434
H 1.389 1.725 -2.973
H 2.374 0.646 -1.940
C -0.750 1.823 1.489
C 0.846 -1.355 2.804
C 0.325 0.016 2.750
O 0.845 0.907 3.524
N -0.473 0.372 1.706
H -0.623 -0.225 1.001
H -0.564 2.244 2.476
H -0.078 2.344 0.869
H 0.341 -2.107 3.494
H -1.688 2.062 0.958
H 0.908 -1.899 1.815
H 1.996 -1.223 3.049

***

This record from the Open Molecules 2025 dataset describes a molecular structure, C3FeO in a non-equilibrium geometry. The level of theory is ωB97M-V/def2-TZVPD.

Spin multiplicity: 6
Largest force on an atom: 3.87 eV/Å
Gap between HOMO and LUMO (spin up / spin down): 10.1 / 7.3 eV
Net charge: +3

Atoms and positions in Å:
C 1.196 1.141 -0.008
C -0.037 0.359 0.471
O 1.068 0.798 1.204
C -0.495 -0.498 -0.346
Fe -1.732 -1.799 -1.322

***

This record from the Open Molecules 2025 dataset describes a molecular structure, C12H28NO3P2Tb in a non-equilibrium geometry. The level of theory is ωB97M-V/def2-TZVPD.

Spin multiplicity: 7
Largest force on an atom: 2.19 eV/Å
Gap between HOMO and LUMO (spin up / spin down): 7.8 / 7.5 eV

Atoms and positions in Å:
C -0.817 0.757 -3.379
C -0.807 0.237 -2.077
N 0.075 0.688 -1.135
C 0.830 1.764 -1.441
C 0.797 2.374 -2.693
C -0.013 1.848 -3.696
C -1.742 -0.885 -1.766
P -2.324 -0.963 -0.025
Tb 0.021 -0.291 1.300
P 2.299 1.295 0.962
C 1.742 2.407 -0.408
O -0.615 -3.176 -2.274
O 0.137 -3.530 0.022
H -1.486 0.298 -4.102
H 1.427 3.247 -2.857
H -0.029 2.284 -4.692
C -3.783 0.132 -0.066
C -3.088 -2.612 0.044
H 2.650 2.781 -0.910
H 1.234 3.274 0.052
H -1.166 -2.040 -2.081
H -2.640 -0.820 -2.426
C 2.682 2.534 2.247
C 3.959 0.836 0.364
H 0.754 -2.610 0.599
H 0.448 -4.334 0.468
H -0.177 -3.456 -1.336
H 0.047 -3.147 -2.983
H -0.901 1.453 1.407
H 1.222 -1.911 1.017
H -4.552 -0.279 -0.735
H -4.182 0.208 0.953
H -3.490 1.134 -0.402
H -3.864 -2.714 -0.727
H -2.319 -3.386 -0.077
H -3.541 -2.729 1.038
H 4.623 1.712 0.312
H 4.377 0.096 1.060
H 3.876 0.367 -0.626
H 3.602 3.087 2.004
H 1.837 3.228 2.358
H 2.816 1.996 3.196
C 0.012 -0.225 4.754
O 0.095 -0.388 3.355
H -0.108 0.835 5.014
H 0.925 -0.597 5.236
H -0.844 -0.781 5.154